Entry 1:
The following is a DFT calculation (ωB97M-V/def2-TZVPD) of a structure of composition C3H9NO2 at a distorted geometry.

Computed properties:
- Total charge: 0
- HOMO: -9.17 eV
- Gap between HOMO and LUMO: 9.9 eV
- Relative energy (zero: lowest compared OMol25 entry of this formula, charge and spin): 649.62 kJ/mol
- Multiplicity: 1
- E_LUMO: 0.73 eV

Structure (XYZ):
```
15
Properties=species:S:1:pos:R:3:mulliken_charge:R:1
C 0.396 2.212 0.316 -1.026
C 1.087 0.943 0.001 0.409
C 2.287 0.524 0.325 -0.733
O -0.768 -0.905 -0.205 -0.517
H -0.304 -1.730 -0.525 0.396
H 1.040 2.865 0.907 0.330
H -0.519 2.003 0.874 0.262
H 0.106 2.739 -0.599 0.253
H 2.674 -0.436 0.012 0.249
H 2.954 1.135 0.922 0.244
N -1.776 -2.268 0.065 -0.261
O -2.782 -2.343 -0.909 -0.308
H -2.422 -2.909 -1.607 0.342
H -2.276 -1.927 0.888 0.268
H 0.303 0.097 -0.465 0.093
```

***

Entry 2:
The following is a DFT calculation (ωB97M-V/def2-TZVPD) of a structure of composition C14H38BF3N2O6Pt at a distorted geometry.

Computed properties:
- Total charge: 0
- HOMO (alpha / beta): -6.84 / -8.06 eV
- Gap between HOMO and LUMO (alpha / beta): 7.1 / 8.2 eV
- Relative energy (zero: lowest compared OMol25 entry of this formula, charge and spin): 0.00 kJ/mol
- Multiplicity: 3
- E_LUMO (alpha / beta): 0.23 / 0.11 eV

Structure (XYZ):
```
65
Properties=species:S:1:pos:R:3:mulliken_charge:R:1
Pt -0.878 -0.962 0.100 2.424
C 2.126 0.348 0.684 -0.223
O 3.006 0.265 -0.451 -0.420
O 1.196 -0.574 0.630 -0.831
C 3.029 0.255 1.935 0.778
F 3.206 -1.018 2.328 -0.283
F 4.228 0.810 1.781 -0.297
F 2.438 0.876 2.984 -0.312
C 3.354 1.465 -1.088 0.208
C 3.850 1.170 -2.488 -1.353
H 4.725 0.519 -2.451 0.356
H 3.086 0.791 -3.167 0.212
H 4.207 2.093 -2.958 0.415
H 4.126 2.022 -0.541 0.278
H 2.500 2.155 -1.175 0.052
H 1.706 1.378 0.741 0.123
B -3.369 -1.198 0.113 0.223
H -2.802 -0.333 0.705 -0.195
H -4.338 -0.708 -0.399 -0.224
H -2.531 -1.601 -0.667 -0.322
H -3.701 -2.092 0.842 -0.278
C -1.479 -1.601 -3.678 -0.553
C -0.053 -1.832 -3.271 -0.480
O 0.135 -1.785 -1.834 -0.386
O -1.755 -0.219 -3.792 -0.567
H -2.191 -2.072 -2.991 0.188
H -1.658 -2.138 -4.616 0.503
H 0.563 -1.038 -3.702 0.210
H 0.282 -2.811 -3.613 0.462
H 1.043 -2.082 -1.706 0.204
H -2.271 0.025 -4.563 0.272
C -0.293 -4.598 2.797 -1.519
C -0.907 -3.327 2.219 0.359
C -0.634 -2.178 3.175 -0.914
O -1.153 -0.978 2.620 -0.315
C -0.833 0.161 3.387 -0.319
N -0.361 -3.047 0.876 -0.652
H -0.473 -4.727 3.866 0.417
H 0.790 -4.625 2.646 0.359
H -0.694 -5.493 2.315 0.388
H -1.992 -3.423 2.162 0.184
H 0.436 -1.988 3.333 0.343
H -1.117 -2.452 4.119 0.466
H -1.495 0.289 4.249 0.272
H -1.014 1.016 2.733 -0.245
H 0.214 0.172 3.698 0.329
H -0.312 -3.912 0.348 0.256
H 0.617 -2.754 0.983 0.348
C -0.469 2.819 -2.425 -1.731
C -0.583 2.196 -1.041 2.371
C -1.086 3.139 0.023 -0.251
O -0.127 4.150 0.173 -0.332
C -0.242 4.865 1.379 -0.755
N -1.361 0.919 -1.085 -0.321
H 0.102 3.744 -2.381 0.470
H -1.462 2.994 -2.846 0.410
H 0.054 2.126 -3.087 0.335
H 0.390 1.795 -0.752 -1.726
H -1.279 2.601 0.963 0.028
H -2.064 3.554 -0.277 0.457
H 0.652 5.476 1.500 0.277
H -0.262 4.176 2.232 0.263
H -1.122 5.517 1.378 0.311
H -1.345 0.578 -2.044 -0.099
H -2.352 1.106 -0.928 0.357
```

***

Entry 3:
The following is a DFT calculation (ωB97M-V/def2-TZVPD) of a cluster of 7 separate species, C47H75F3N7O6 in total at a distorted geometry.

Computed properties:
- Total charge: +1
- HOMO: -11.72 eV
- Gap between HOMO and LUMO: 6.9 eV
- Multiplicity: 1
- E_LUMO: -4.84 eV

Structure (XYZ):
```
138
Properties=species:S:1:pos:R:3:mulliken_charge:R:1
C -9.219 0.741 2.499 -0.592
C -8.251 1.535 3.324 -0.381
C -6.649 1.186 3.407 0.430
O -6.250 0.372 4.566 -0.251
C -4.856 -0.090 4.474 0.069
O -4.078 0.098 5.568 -0.498
C -4.159 -0.861 3.206 0.590
C -4.000 -2.507 3.331 -1.133
C -3.255 -3.320 2.072 0.596
C -3.083 -4.957 2.285 -0.813
C -1.504 -5.379 2.632 -0.043
O -1.597 -6.642 3.437 -0.546
C -0.733 -4.292 3.588 0.790
F -1.560 -3.930 4.772 -0.248
F 0.482 -4.993 4.148 -0.286
F -0.188 -3.106 2.851 -0.225
N -2.761 -2.605 0.801 0.817
C -2.076 -3.327 -0.362 -0.254
C -3.190 -3.499 -1.565 0.584
C -4.731 -3.568 -1.007 -0.788
C -2.890 -1.077 0.645 -0.662
O -2.408 -0.419 -0.580 -0.016
C -3.506 -0.039 -1.483 0.254
C -2.786 0.300 -2.953 -0.748
C -1.179 -0.041 -2.893 -0.588
C -3.566 -0.169 1.843 0.428
C -3.636 1.461 1.650 0.077
C -2.110 2.128 1.506 -0.419
C -1.430 2.331 3.020 -0.303
C -2.139 3.534 3.886 -0.304
O -1.484 3.605 5.232 -0.199
C -2.285 2.867 6.233 0.280
O -3.133 3.619 6.983 -0.513
H -8.789 0.099 1.609 0.190
H -10.389 0.769 2.718 0.259
H -8.670 2.482 3.901 0.294
H -6.063 2.222 3.490 0.093
H -6.312 0.719 2.368 0.001
H -4.367 -3.133 4.264 0.368
H -3.834 -5.409 3.070 0.511
H -3.320 -5.503 1.251 0.045
H -0.890 -5.673 1.671 0.339
H -0.702 -7.131 3.382 0.372
H -1.651 -4.391 -0.062 0.150
H -1.123 -2.700 -0.715 0.031
H -2.977 -4.533 -2.104 -0.239
H -3.008 -2.658 -2.375 0.037
H -5.418 -3.936 -1.880 0.321
H -4.801 -4.334 -0.095 0.149
H -5.129 -2.538 -0.563 0.141
H -4.283 -0.885 -1.706 0.059
H -4.100 0.920 -1.168 0.149
H -3.295 -0.357 -3.809 0.303
H -2.985 1.429 -3.284 0.329
H -0.934 -1.161 -2.603 -0.046
H -0.685 0.129 -3.958 0.448
H -0.679 0.748 -2.167 0.237
H -4.373 1.823 0.814 0.457
H -4.049 1.895 2.683 -0.634
H -2.185 3.145 0.926 0.347
H -1.364 1.444 0.919 0.153
H -0.286 2.580 2.822 0.339
H -1.431 1.334 3.652 0.082
H -2.041 4.572 3.339 0.260
H -3.282 3.359 4.104 0.060
H -2.222 1.714 6.437 0.227
C -4.194 -7.781 -4.923 -1.255
C -3.359 -7.625 -3.656 -0.227
C -4.136 -7.970 -2.385 -0.289
C -5.333 -7.043 -2.248 0.313
N -6.326 -6.274 -2.134 -0.569
H -5.050 -7.099 -4.930 0.365
H -3.591 -7.552 -5.807 0.353
H -4.569 -8.806 -5.022 0.318
H -2.991 -6.593 -3.599 0.048
H -2.481 -8.277 -3.727 0.377
H -3.491 -7.855 -1.507 0.208
H -4.485 -9.007 -2.416 0.386
C 2.639 0.089 7.747 -1.143
C 1.698 1.126 8.352 -0.644
C 0.807 1.803 7.308 -0.014
C 1.671 2.525 6.287 0.336
N 2.387 3.125 5.440 -0.647
H 3.339 0.543 7.039 0.342
H 3.234 -0.388 8.531 0.346
H 2.076 -0.692 7.222 0.278
H 2.294 1.882 8.878 0.333
H 1.065 0.637 9.101 0.351
H 0.143 2.526 7.793 0.332
H 0.185 1.062 6.795 0.170
C 4.151 -0.611 -2.225 -1.183
C 3.152 -1.649 -1.723 -0.304
C 2.515 -2.458 -2.854 -0.363
C 1.759 -1.527 -3.788 0.352
N 1.132 -0.755 -4.563 -0.646
H 3.669 0.138 -2.862 0.315
H 4.601 -0.078 -1.382 0.381
H 4.955 -1.085 -2.798 0.278
H 2.372 -1.140 -1.144 0.167
H 3.666 -2.334 -1.038 0.378
H 1.819 -3.196 -2.442 0.258
H 3.282 -2.995 -3.423 0.360
C 4.335 5.752 6.323 -0.970
C 3.217 6.738 5.999 -0.362
C 3.725 8.164 5.781 -0.381
C 4.409 8.664 7.044 0.212
N 4.976 9.078 8.091 -0.463
H 4.842 6.010 7.258 0.385
H 3.930 4.743 6.441 0.122
H 5.081 5.728 5.520 0.289
H 2.484 6.724 6.815 0.287
H 2.697 6.401 5.095 0.259
H 2.888 8.828 5.539 0.306
H 4.436 8.197 4.949 0.302
C 7.683 1.490 -5.503 -1.219
C 6.345 1.861 -6.135 0.080
C 5.658 3.032 -5.429 -0.391
C 5.381 2.666 -3.980 0.307
N 5.151 2.363 -2.778 -0.555
H 7.562 1.155 -4.468 0.430
H 8.150 0.669 -6.057 0.324
H 8.371 2.343 -5.511 0.305
H 5.690 0.982 -6.121 0.285
H 6.510 2.123 -7.186 -0.129
H 4.712 3.267 -5.928 0.315
H 6.291 3.925 -5.461 0.297
C 5.888 2.958 -11.349 -0.980
C 7.106 3.868 -11.483 -0.423
C 8.412 3.176 -11.087 -0.421
C 8.340 2.737 -9.633 0.317
N 8.280 2.373 -8.428 -0.514
H 5.731 2.644 -10.312 0.215
H 4.984 3.485 -11.669 0.316
H 5.999 2.061 -11.968 0.297
H 6.953 4.759 -10.861 0.283
H 7.182 4.209 -12.521 0.307
H 9.254 3.864 -11.213 0.286
H 8.590 2.300 -11.720 0.279
```

***

Entry 4:
The following is a DFT calculation (ωB97M-V/def2-TZVPD) of an isolated molecule of C3H2NP at a distorted geometry.

Computed properties:
- Total charge: 0
- HOMO (alpha / beta): -9.13 / -9.19 eV
- Gap between HOMO and LUMO (alpha / beta): 6.7 / 6.8 eV
- Relative energy (zero: lowest compared OMol25 entry of this formula, charge and spin): 276.22 kJ/mol
- Multiplicity: 1
- SMILES: C#P=CC#N
- E_LUMO (alpha / beta): -2.43 / -2.40 eV

Structure (XYZ):
```
7
Properties=species:S:1:pos:R:3:mulliken_charge:R:1
C -1.680 -0.754 0.040 0.248
C 1.027 -0.650 -1.359 -0.245
C -0.652 -1.222 0.731 -0.336
N -2.625 -0.463 -0.583 -0.375
P 0.910 -1.323 0.126 0.107
H 1.525 0.290 -1.413 0.258
H -0.901 -1.789 1.595 0.344
```

***

Entry 5:
The following is a DFT calculation (ωB97M-V/def2-TZVPD) of a structure of composition C41H33AgCl2F5NOPSbSe.

Computed properties:
- Total charge: -2
- HOMO: -1.50 eV
- Gap between HOMO and LUMO: 5.7 eV
- Relative energy (zero: lowest compared OMol25 entry of this formula, charge and spin): 33.13 kJ/mol
- Multiplicity: 1
- E_LUMO: 4.17 eV

Structure (XYZ):
```
87
Properties=species:S:1:pos:R:3:mulliken_charge:R:1
Ag -0.615 -0.032 -0.128 0.723
Cl 4.746 0.464 0.403 -0.322
C 3.670 0.103 1.727 0.513
C 4.223 -0.288 2.948 -0.468
C 3.421 -0.558 4.021 0.779
Cl 4.165 -0.989 5.555 -0.346
C 2.014 -0.479 3.910 0.150
C 1.117 -0.733 4.969 -1.027
C -0.229 -0.643 4.754 -1.105
C -0.692 -0.300 3.472 -0.666
N 0.111 -0.033 2.475 1.184
C 1.450 -0.108 2.658 -0.297
C 2.288 0.258 1.515 -0.877
O 1.785 0.718 0.445 -0.214
H 5.299 -0.370 3.040 0.437
H 1.507 -1.000 5.943 0.366
H -0.934 -0.842 5.552 0.424
H -1.756 -0.260 3.252 0.430
C -0.529 1.555 -3.952 -1.245
Sb 0.688 0.187 -2.777 0.083
C -0.254 -1.533 -3.661 -1.048
C 2.302 0.181 -4.224 -1.407
H -0.356 1.399 -5.021 0.463
H -0.293 2.591 -3.697 0.273
H -1.583 1.371 -3.727 0.337
H -0.210 -1.477 -4.752 0.397
H -1.294 -1.571 -3.332 0.342
H 0.253 -2.432 -3.309 0.161
H 1.893 0.047 -5.228 0.384
H 2.980 -0.643 -3.991 0.359
H 2.858 1.121 -4.173 0.362
C 0.608 3.259 2.107 -1.609
P 0.020 2.806 0.406 1.410
C 1.266 3.727 -0.587 0.279
C 0.895 4.348 -1.782 -0.634
C 1.830 4.994 -2.579 -0.761
C 3.167 5.012 -2.207 -0.528
C 3.557 4.369 -1.040 -0.577
C 2.617 3.731 -0.241 -0.557
C -1.377 4.057 0.436 0.363
C -1.286 5.443 0.298 -0.359
C -2.413 6.246 0.412 -0.657
C -3.655 5.680 0.682 -0.515
C -3.760 4.306 0.848 -0.500
C -2.628 3.507 0.724 -0.619
H 1.540 2.749 2.354 0.357
H -0.151 2.946 2.825 0.378
H 0.753 4.338 2.171 0.524
H -0.146 4.327 -2.087 0.669
H 1.514 5.480 -3.495 0.388
H 3.901 5.508 -2.831 0.346
H 4.602 4.347 -0.756 0.436
H 2.949 3.202 0.645 0.030
H -0.323 5.901 0.098 0.389
H -2.324 7.321 0.288 0.383
H -4.533 6.311 0.760 0.348
H -4.720 3.848 1.060 0.441
H -2.704 2.432 0.848 0.308
C -6.231 0.894 -1.336 -0.522
C -4.965 1.344 -1.778 -0.653
C -3.826 0.795 -1.254 -0.110
C -3.859 -0.216 -0.254 1.666
C -2.641 -0.748 0.291 -2.011
C -2.796 -1.784 1.188 0.222
C -4.059 -2.271 1.599 -0.868
C -5.215 -1.728 1.108 -0.893
C -5.143 -0.683 0.157 1.140
C -6.313 -0.101 -0.402 -0.825
H -7.134 1.332 -1.750 0.357
H -4.901 2.130 -2.522 0.407
H -2.846 1.118 -1.590 0.297
H -1.911 -2.250 1.618 0.740
H -4.110 -3.087 2.314 0.413
H -6.188 -2.099 1.421 0.296
H -7.279 -0.475 -0.076 0.327
F -0.994 -8.373 -0.213 -0.344
C -0.491 -7.124 -0.193 0.627
C -0.372 -6.429 0.993 -0.057
F -0.762 -7.022 2.138 -0.336
C 0.144 -5.149 1.003 0.415
F 0.221 -4.550 2.198 -0.351
C 0.581 -4.484 -0.152 0.022
Se 1.322 -2.762 -0.105 -0.291
C 0.432 -5.227 -1.327 0.120
F 0.811 -4.712 -2.506 -0.369
C -0.085 -6.508 -1.357 0.034
F -0.194 -7.175 -2.523 -0.333
```

***

Entry 6:
The following is a DFT calculation (ωB97M-V/def2-TZVPD) of a structure of composition C36H22Cl5N6O2S3Tc.

Computed properties:
- Total charge: +1
- HOMO (alpha / beta): -11.12 / -10.98 eV
- Gap between HOMO and LUMO (alpha / beta): 7.1 / 5.9 eV
- Relative energy (zero: lowest compared OMol25 entry of this formula, charge and spin): 153.55 kJ/mol
- Multiplicity: 2
- E_LUMO (alpha / beta): -4.03 / -5.10 eV

Structure (XYZ):
```
75
Properties=species:S:1:pos:R:3:mulliken_charge:R:1
Tc -0.077 0.524 0.761 0.017
O -3.718 5.788 -1.972 -0.492
C -2.382 6.012 -1.580 -0.622
C -1.798 4.722 -1.079 0.122
C -0.458 4.635 -0.731 -0.993
C 0.045 3.441 -0.257 -0.447
N -0.703 2.339 -0.130 0.760
C -2.011 2.416 -0.459 -0.139
C -2.579 3.584 -0.936 -0.413
C -2.786 1.165 -0.299 0.776
C -4.139 1.059 -0.568 -0.880
C -4.773 -0.169 -0.435 0.612
C -6.245 -0.298 -0.749 -0.881
O -6.962 0.888 -0.497 -0.503
C -4.016 -1.263 -0.032 -1.118
C -2.678 -1.084 0.242 -0.677
N -2.074 0.101 0.118 0.491
H -4.119 6.623 -2.230 0.321
H -2.317 6.754 -0.776 0.346
H -1.771 6.373 -2.415 0.338
H 0.202 5.488 -0.815 0.482
H 1.077 3.342 0.040 0.048
H -3.624 3.631 -1.201 0.769
H -4.722 1.918 -0.869 0.747
H -6.663 -1.159 -0.222 0.410
H -6.348 -0.495 -1.819 0.274
H -7.146 0.960 0.445 0.314
H -4.464 -2.240 0.091 0.443
H -2.059 -1.902 0.588 0.542
S -0.374 1.710 2.637 -0.409
C 0.053 0.680 4.010 0.300
C 1.321 0.805 4.549 -0.580
C 1.762 -0.061 5.548 0.617
C 3.112 0.051 6.018 -0.303
N 4.206 0.139 6.357 -0.447
C 0.904 -1.053 6.048 0.626
C -0.382 -1.151 5.548 -0.517
C -0.842 -0.294 4.531 -0.079
S -2.444 -0.472 3.967 -0.085
C 1.354 -1.974 7.053 -0.280
N 1.717 -2.720 7.847 -0.458
H 2.002 1.551 4.160 0.607
H -1.049 -1.913 5.927 0.599
Cl 0.524 -1.663 1.951 -0.117
C 2.072 -0.817 1.964 2.281
C 2.008 0.354 1.237 -1.193
C 3.224 1.014 1.109 0.334
Cl 3.327 2.436 0.124 -0.241
C 4.385 0.557 1.743 0.034
Cl 5.859 1.419 1.584 -0.170
C 4.356 -0.606 2.523 0.390
Cl 5.758 -1.153 3.336 -0.132
C 3.171 -1.330 2.628 -0.594
Cl 3.054 -2.765 3.556 -0.102
S 1.777 -1.727 -5.354 -0.171
C 1.311 -1.240 -3.734 0.956
C 1.921 -1.711 -2.574 -1.218
C 1.510 -1.222 -1.354 -0.493
N 0.549 -0.295 -1.211 0.773
C -0.030 0.157 -2.333 -0.244
C 0.306 -0.284 -3.593 -1.273
C 2.418 -3.361 -5.048 -0.025
C 1.552 -4.423 -4.831 0.017
C 2.103 -5.676 -4.605 -0.364
N 3.412 -5.913 -4.594 -0.550
C 4.227 -4.889 -4.822 -0.323
C 3.784 -3.592 -5.054 -0.078
H 2.707 -2.451 -2.612 0.491
H 1.981 -1.573 -0.448 0.542
H -0.803 0.903 -2.213 0.198
H -0.211 0.112 -4.456 0.477
H 0.480 -4.282 -4.844 0.410
H 1.459 -6.530 -4.430 0.367
H 5.289 -5.109 -4.817 0.372
H 4.485 -2.790 -5.238 0.408
```

***

Entry 7:
The following is a DFT calculation (ωB97M-V/def2-TZVPD) of a structure of composition C6H3HgO5 at a distorted geometry.

Computed properties:
- Total charge: +2
- HOMO (alpha / beta): -17.90 / -19.10 eV
- Gap between HOMO and LUMO (alpha / beta): 6.1 / 7.3 eV
- Relative energy (zero: lowest compared OMol25 entry of this formula, charge and spin): 399.55 kJ/mol
- Multiplicity: 2
- E_LUMO (alpha / beta): -11.82 / -11.85 eV

Structure (XYZ):
```
15
Properties=species:S:1:pos:R:3:mulliken_charge:R:1
C 1.563 -0.457 0.255 0.105
C 0.393 -1.161 0.417 -0.110
O -0.426 -3.417 0.511 -0.029
C 0.350 -2.611 0.131 0.225
O 1.408 0.865 0.117 -0.504
H 2.571 -0.878 0.246 0.494
Hg 2.758 2.203 -0.302 0.722
O -0.847 1.766 -0.692 -0.249
C -1.680 0.883 -1.316 0.548
C -0.245 1.173 0.389 0.209
O -2.294 1.127 -2.302 -0.340
O -1.635 -0.291 -0.677 -0.302
C -0.769 -0.213 0.436 0.403
H -0.240 1.806 1.278 0.428
H -0.906 -0.794 1.508 0.400
```